Molecular formula: C41H76ClF3O18S
Method: DFT, ωB97M-V/def2-TZVPD

- Kohn-Sham gap: 9.49 eV
- Molar mass: 981.6 g mol⁻¹
- E_LUMO: 0.29 eV
- HOMO level: -9.202 eV
- Largest force on an atom: 2.25 eV Å⁻¹
- E: -112111.800 eV

Structure (XYZ):
```
140
Properties=species:S:1:pos:R:3:forces:R:3:mulliken_charge:R:1
C -4.90694 3.06412 8.17513 -0.04 -0.22 0.06 -0.96
C -3.86932 0.75778 3.46828 0.11 1.28 -0.11 0.00
H -6.47624 0.42075 3.84431 0.12 0.28 0.29 0.32
O -5.92133 -4.20685 4.46298 0.26 -0.37 0.43 -0.45
H 2.44191 -0.68132 8.47625 -0.07 -0.06 -0.02 0.45
H 2.66672 0.79136 7.51037 0.16 -0.15 0.13 0.41
H 2.03181 0.61749 -4.45265 -0.03 0.01 0.00 0.28
C -6.81822 2.12881 2.55651 -0.13 -0.16 -0.03 -1.00
H -2.62535 4.26685 9.32713 0.00 0.09 -0.14 0.49
H 8.07677 7.82588 -7.16313 0.04 0.08 0.10 0.33
C 1.93021 0.14955 7.98747 0.17 -0.06 0.08 -1.16
C 6.60350 6.74003 -4.99177 -0.10 -0.21 -0.01 -1.13
C 2.22584 0.56111 -3.38350 -0.02 -0.09 -0.27 -0.95
H -3.71978 -0.48337 -6.95838 0.13 -0.05 0.01 0.32
F 0.23463 -1.05005 1.55237 -0.68 0.31 0.24 -0.32
H -1.96126 -6.42238 -3.55715 0.00 0.00 -0.01 0.35
C 1.31225 -0.53644 -1.24889 -0.14 -0.13 -0.13 -0.86
H -1.45797 4.09033 5.70676 0.17 0.09 -0.12 0.53
H -6.03896 -2.30105 1.70156 0.05 -0.34 -0.07 0.51
H 4.88316 1.22112 -7.86751 0.01 -0.01 0.00 0.31
H -5.06492 -1.63784 -7.04770 -0.01 0.00 0.01 0.31
O 6.85903 0.20376 -6.71162 0.01 0.04 -0.09 -0.55
H 5.49126 2.84872 -7.49029 0.09 0.09 -0.10 0.26
C -4.36335 -1.19439 2.43521 -0.94 -1.17 0.65 0.18
H 0.51690 -0.25634 4.17386 0.25 0.19 0.18 0.47
C -3.66642 -1.47331 3.78054 -0.37 -0.15 -0.04 2.43
C 0.07688 0.21507 9.77062 0.05 0.25 0.03 -1.25
H 7.46464 -1.26387 -3.86082 0.02 -0.06 -0.16 0.43
C -0.92269 -0.45904 1.93613 0.50 -0.06 -0.12 0.71
H -2.04749 -2.64719 2.99496 0.01 -0.18 -0.29 0.21
C -0.14546 -3.67175 -4.68350 -0.07 -0.17 -0.31 -0.73
H 2.69646 -6.97781 -7.28106 -0.14 0.05 -0.03 0.37
C -2.18295 -1.83709 3.70059 -0.23 0.30 -0.07 -2.09
H -0.40378 0.90404 10.46040 -0.03 0.00 0.01 0.33
H 6.16697 -0.07888 -3.61309 0.01 0.01 0.00 0.30
H 1.57660 1.97714 6.67481 -0.17 0.42 -0.23 -0.22
O -4.10163 0.18317 2.25747 0.42 0.77 0.04 -0.38
O -3.60409 1.35005 9.19810 0.01 -0.03 0.04 -0.58
H 0.52028 -1.20158 -0.91945 -0.03 -0.01 0.00 0.16
C -1.32605 3.16407 5.14448 -0.17 -0.34 0.19 -1.38
C -5.88993 -1.46677 2.37314 0.16 0.27 -0.56 -1.22
H 0.97303 3.64249 6.75334 0.04 0.04 -0.06 0.34
H 1.51222 2.96650 5.20074 -0.05 0.16 -0.05 0.45
C -3.64815 2.47372 8.75507 -0.01 0.03 -0.06 0.87
C -3.40497 -0.66454 -4.14328 -0.20 -0.01 0.15 -0.41
H 0.05621 -3.34102 -5.70034 0.00 0.01 -0.01 0.18
H -3.79749 -0.48154 -3.14573 -0.01 0.00 0.00 0.22
H -2.19011 3.64854 7.71218 -0.11 0.14 0.08 -0.20
H 2.18745 1.56577 -2.95959 0.11 -0.04 0.11 0.37
H -6.31040 -1.76611 3.32303 -0.01 0.04 0.29 0.11
C -0.98129 -4.92496 -4.72270 0.05 0.04 0.05 0.84
H -5.23209 -2.01598 5.14913 -0.30 0.20 -0.06 0.49
C -2.43110 3.36844 8.73887 0.15 -0.26 0.16 -0.44
H -8.10736 0.55711 3.27868 -0.35 0.09 0.17 0.71
F -0.78799 0.86906 1.69365 -0.10 -0.48 -0.08 -0.30
H 5.49871 -3.68835 -4.61147 0.25 -0.01 0.07 0.20
O 0.33160 -0.86820 -3.38490 -0.13 0.00 -0.07 -0.53
H -7.66513 -0.73305 1.52012 -0.18 -0.12 -0.28 0.54
H -1.54585 0.24693 3.86629 -0.42 0.15 -0.06 -0.24
H -6.30165 0.18709 0.99077 0.32 0.09 -0.16 0.54
C 5.73598 1.89123 -7.95245 -0.14 -0.18 0.09 -1.11
H -1.94203 -4.81291 -2.80863 0.11 0.04 0.08 0.30
C -6.72763 -0.30414 1.85420 -0.74 -0.02 0.56 -1.19
H -4.73014 3.31543 7.12868 -0.07 0.13 0.00 0.12
C -1.36243 -5.52985 -3.39220 -0.11 -0.15 -0.15 -1.21
O 4.84150 -1.76687 -2.31305 -0.15 0.14 0.02 -0.60
S -6.60317 3.19220 3.97421 -0.51 0.06 0.34 1.16
C 3.18860 -4.20862 -7.66996 0.19 0.12 0.08 -0.97
O -1.33338 -5.42440 -5.76644 -0.01 -0.05 -0.08 -0.58
H -0.66956 -2.87898 -4.15328 0.15 0.02 0.16 0.10
H 1.21502 0.41840 -0.72990 0.13 0.01 0.03 0.36
O -4.80492 -3.57826 3.85364 -0.11 0.26 -0.41 -0.18
O -3.82833 -0.19664 4.41439 0.28 0.56 0.44 -0.41
H 3.89896 -3.38863 -7.74662 0.01 0.00 0.01 0.26
H 6.83507 -3.83277 -3.44033 0.03 0.01 -0.17 0.36
H -2.29292 2.67740 5.02882 0.11 0.12 0.01 0.10
H -1.88902 -2.23541 4.65972 0.11 0.02 0.35 0.58
O -0.01444 -1.04867 4.09386 -0.22 -0.18 -0.20 -0.72
F -1.88463 -0.94225 1.12076 0.36 0.30 0.09 -0.29
O -5.67295 -1.14358 -4.66765 -0.08 -0.01 0.03 -0.57
C -1.22231 -0.69542 3.43873 0.97 -0.31 -0.15 1.35
C 1.20102 -0.32978 -2.73591 0.08 0.02 0.09 0.71
H 3.11845 -4.71232 -8.63497 -0.14 -0.01 0.01 0.35
C -7.07829 0.69625 2.98595 0.64 -0.45 -0.47 -0.72
H 6.10771 7.63723 -5.36471 0.09 0.09 0.06 0.35
C 8.19966 2.08480 -7.27678 0.13 -0.15 0.25 -0.73
C 1.15122 0.94757 9.00411 -0.17 -0.24 0.07 1.11
H 5.85242 6.04181 -4.63096 0.00 -0.01 0.00 0.28
C -4.16931 -1.36337 -6.49596 -0.21 -0.04 0.00 -1.03
H 6.14075 -1.13600 -5.03259 0.14 -0.07 -0.12 0.30
H -3.91973 -1.82821 1.68390 0.41 0.48 -0.47 0.68
C 5.79230 -3.53877 -3.57243 -0.15 0.13 0.23 -0.96
O 1.37837 2.11923 9.19485 0.04 0.19 0.03 -0.57
H -5.18723 3.96534 8.72328 0.06 0.08 -0.10 0.42
O 7.17475 4.96541 -6.46440 -0.10 0.12 0.02 -0.53
H -3.45737 -2.18966 -6.53691 0.10 0.08 -0.02 0.24
C 7.40207 6.09533 -6.09619 0.00 0.04 0.02 0.78
O -3.71955 1.94713 3.64251 -0.25 -2.18 -0.50 -0.39
C -4.38543 -2.48170 4.65949 -0.19 -0.58 0.31 -1.74
H 3.21881 0.13411 -3.22486 0.03 0.12 0.14 0.09
C 6.39649 -1.07793 -3.97930 -0.22 0.05 0.39 -1.06
H 0.80178 -3.86660 -4.17748 -0.04 0.10 0.16 0.39
C 1.01150 2.73905 6.14341 -0.01 -0.28 0.02 -0.88
C 5.60733 -2.09388 -3.19642 0.05 -0.08 0.06 0.82
O 4.67364 -4.99676 -5.99104 -0.08 -0.15 -0.16 -0.59
O -0.73939 1.13498 6.23378 -0.06 -0.35 0.01 -0.43
H 3.22571 -7.00153 -5.58739 0.02 0.00 0.00 0.29
H 8.99158 6.34302 -7.49818 0.00 -0.01 0.00 0.27
H -5.72037 2.34525 8.22912 0.01 -0.03 -0.01 0.27
H 1.78566 -6.07285 -6.05455 -0.08 -0.03 -0.15 0.09
C 3.65251 -5.18014 -6.61341 -0.06 -0.01 -0.04 0.86
C -4.53365 -1.06448 -5.06160 0.06 0.01 -0.01 0.78
H -2.66194 -1.46120 -4.09182 0.13 0.10 -0.09 -0.16
O -7.81765 3.90024 4.21648 -0.13 0.28 -0.28 -0.66
H -1.58275 2.83938 9.16737 0.04 0.01 0.01 0.00
C -0.38629 2.23598 5.87800 0.13 0.56 -0.12 1.07
H -5.95948 2.18211 1.90438 0.44 0.17 0.10 0.42
H 2.27941 -0.98122 -1.00646 0.07 0.13 0.01 0.34
H -3.74276 -2.86414 5.44510 0.21 0.08 0.22 0.66
H 8.97910 1.54054 -6.74680 -0.01 -0.02 -0.02 0.30
Cl -5.22002 4.55188 3.34417 -0.15 0.05 -0.04 -0.25
H -0.92701 3.39950 4.15649 0.04 0.13 0.02 0.41
H -0.67391 -0.17691 9.08323 0.04 -0.10 0.00 0.24
C 8.49746 6.92155 -6.72156 0.02 -0.20 -0.12 -1.09
C 6.92879 1.28156 -7.25883 -0.01 0.00 -0.06 0.82
H 1.25392 -0.24275 7.22681 -0.05 -0.11 0.08 0.11
H 0.52074 -0.60366 10.33961 -0.05 -0.11 -0.10 0.45
C 2.78271 -6.38765 -6.36789 0.17 -0.01 0.18 -0.93
H 2.20803 -3.80976 -7.40516 -0.07 -0.09 -0.09 0.22
H 5.96033 2.05230 -9.00783 0.02 0.14 0.01 0.35
H 7.26190 7.01425 -4.16644 0.00 0.13 -0.03 0.34
H 9.23072 7.20307 -5.96467 -0.05 0.13 0.01 0.33
H -2.92564 0.24423 -4.50912 0.14 -0.09 -0.05 0.35
H -6.66295 -3.60057 4.32378 0.01 0.19 -0.27 0.38
H 8.52093 2.25642 -8.30575 -0.06 0.14 0.00 0.35
O -6.04234 2.45390 5.05322 0.37 -0.13 0.21 -0.52
H 8.02412 3.04893 -6.79125 0.07 -0.13 -0.25 0.04
H -7.67319 2.51523 2.02133 -0.18 0.34 -0.13 0.55
H -0.46483 -5.79916 -2.83355 -0.01 0.12 0.08 0.33
H 5.16450 -4.15950 -2.93655 0.01 -0.01 0.01 0.28
```
Forces are in eV/Å.